This record from the OMol25 dataset describes a molecular structure, C4H10BrN2 at a distorted geometry. The level of theory is ωB97M-V/def2-TZVPD.

```
17
Properties=species:S:1:pos:R:3:mulliken_charge:R:1
C 0.25950 -0.95791 -0.89773 0.049
C -1.18068 -1.25825 -0.71311 -0.762
C -0.56798 1.07379 -0.27007 -0.485
C 1.63809 1.04057 -0.93857 -0.545
N 0.47375 0.27823 -0.77221 0.283
N -1.77418 -0.00271 -0.06412 -0.124
Br -1.34577 2.55919 -1.31199 -0.117
H 0.36809 0.14031 2.59037 -0.002
H 0.97804 -1.70853 -1.25178 0.446
H -1.51334 -1.43655 -1.68461 0.308
H -1.36113 -2.16061 -0.22911 0.444
H 0.31550 0.94752 2.53284 0.018
H 1.36036 2.11959 -1.21601 0.168
H 1.99713 1.03865 0.16624 0.334
H 2.36225 0.40266 -1.53652 0.285
H -2.66815 0.37532 -0.47151 0.373
H -1.76621 -0.21585 0.87964 0.328
```

2S+1: 1
Electronic energy (eV): -77321.6866
Orbital gap (spin up / spin down) (Ha): 0.287 / 0.287
Lowest unoccupied orbital energy (spin up / spin down) (eV): -4.28 / -4.28
Charge: +1
Energy relative to the best compared isomer or geometry (same formula, charge and spin) (eV): 4.764